Molecular formula: C14H19Br4ErNO2S2
Method: DFT, ωB97M-V with the def2-TZVPD basis set

Geometry (Å):
Er1 -0.15177 -0.00064 -0.05897
S1 -0.43551 -2.63677 -0.58373
S2 -0.48482 2.65551 -0.46416
C1 0.83014 -3.45322 0.47541
C2 0.47700 -2.45220 -2.20108
C3 1.30242 -1.19105 -2.49443
N1 0.50130 0.02959 -2.26978
C4 1.17637 1.32076 -2.52052
C5 0.25903 2.50022 -2.16749
H1 -0.35542 -2.52589 -2.92197
H2 1.09997 -3.34918 -2.26704
H3 1.64711 -1.21936 -3.54345
H4 2.20527 -1.14261 -1.86076
H5 1.45513 1.38840 -3.58750
H6 2.11573 1.35055 -1.94177
H7 -0.64232 2.47917 -2.80357
H8 0.78350 3.45038 -2.30559
C6 0.90542 3.41237 0.47623
H9 -0.36199 -0.01745 -2.84355
H10 1.89720 2.94796 0.33983
H11 0.64131 3.37455 1.54765
H12 0.92197 4.46208 0.14148
H13 0.48424 -3.38862 1.52223
H14 1.85263 -3.04300 0.40999
H15 0.81407 -4.50690 0.15103
C7 -3.24329 -0.05747 -0.20483
C8 -2.93115 -0.08244 -1.49950
H16 -3.49724 0.86480 0.32500
H17 -3.42412 -0.95997 0.38018
H18 -2.94582 0.82706 -2.10959
H19 -2.86482 -1.02757 -2.05352
Br1 -1.19250 -0.05140 6.75886
C9 -0.35495 -0.03827 5.08825
C10 1.09239 -0.02414 4.96456
Br2 2.14937 -0.01845 6.50652
C11 1.72579 -0.01406 3.70764
Br3 3.59871 0.00648 3.46412
C12 0.92362 -0.01799 2.55922
O1 1.44410 -0.00631 1.33703
C13 -0.53847 -0.03243 2.69500
O2 -1.30483 -0.03380 1.65786
C14 -1.16921 -0.04267 3.95727
Br4 -3.06325 -0.05960 3.95154

- 2S+1: 4
- Expectation value of S²: 3.7525
- Total energy: -12857.4416 a.u.
- Charge: +1



Molecular formula: C15H22O6PSTi
Method: DFT, ωB97M-V with the def2-TZVPD basis set

Geometry (Å):
Ti1 -14.49620 -3.72297 -1.54807
O1 -15.19511 -2.31781 -0.43821
C1 -16.43958 -2.42152 0.02515
O2 -17.18360 -1.46966 0.01911
C2 -16.80266 -3.81764 0.55880
C3 -17.09328 -3.81275 1.91728
C4 -17.20962 -5.00085 2.57543
C5 -17.11003 -6.20227 1.86857
C6 -16.93944 -6.14854 0.47820
C7 -16.73012 -4.98294 -0.20016
S1 -16.38588 -4.96834 -1.97672
H1 -17.30404 -2.84346 2.42683
H2 -17.55099 -5.00889 3.58914
H3 -17.37029 -7.11110 2.36247
H4 -16.90920 -7.09019 -0.00137
C8 -12.72031 -2.91458 -7.82463
C9 -13.11940 -1.77318 -6.87368
O3 -13.93058 -2.30089 -5.77817
P1 -12.99271 -2.42130 -4.46740
O4 -12.32415 -3.83416 -4.41438
C10 -13.00286 -5.04788 -4.75951
C11 -11.99042 -6.22548 -5.14634
O5 -14.22973 -2.79776 -3.44607
C12 -15.16802 -1.66567 -3.48114
C13 -14.58269 -0.31309 -2.94149
H5 -12.27894 -2.64093 -8.72742
H6 -13.57471 -3.55680 -8.13067
H7 -12.10501 -3.62789 -7.21889
H8 -13.68015 -1.10910 -7.56946
H9 -12.27903 -1.26273 -6.45823
H10 -13.78847 -4.89984 -5.58441
H11 -13.56957 -5.39781 -3.89856
H12 -11.49716 -5.92507 -6.02630
H13 -12.60308 -7.13173 -5.29562
H14 -11.25710 -6.31527 -4.27808
H15 -16.01046 -1.96822 -2.82183
H16 -15.61463 -1.58724 -4.46439
H17 -13.81390 -0.44517 -2.17453
H18 -15.41714 0.21695 -2.40585
H19 -14.03000 0.39947 -3.64716
C14 -12.20277 -5.53005 0.27652
C15 -13.01480 -4.76865 -0.66812
O6 -12.59181 -4.52971 -1.81195
H20 -11.74989 -6.39922 -0.26534
H21 -12.91730 -5.94794 0.98799
H22 -11.41241 -4.92793 0.76176

- 2S+1: 2
- Expectation value of S²: 0.7546
- Relative energy (zero: lowest compared OMol25 entry of this formula, charge and spin): 12.2 kcal/mol



Molecular formula: C42H60BrGaN9OS
Method: DFT, ωB97M-V with the def2-TZVPD basis set

Geometry (Å):
C1 1.40582 -0.61020 -2.33001
C2 1.51876 -1.98061 -3.00062
S1 3.16070 -2.71550 -3.06345
C3 3.50863 -3.06294 -1.32058
Ga1 4.10116 -1.65551 0.00623
Br1 2.21592 -0.78869 1.34100
C4 4.97714 -0.06548 -0.86415
C5 6.35242 -0.25571 -1.50629
C6 7.09834 -1.51915 -1.10930
O1 7.23506 0.86710 -1.17534
H1 2.37569 -0.11418 -2.29014
H2 0.72153 0.03937 -2.88434
H3 1.04983 -0.68750 -1.30128
H4 1.23128 -1.91909 -4.05447
H5 0.83844 -2.70678 -2.54453
H6 2.71792 -3.71713 -0.93445
H7 4.40254 -3.69642 -1.40252
H8 4.97499 -2.39033 1.11593
H9 5.06690 0.71599 -0.10262
H10 4.29673 0.33316 -1.62268
H11 6.22832 -0.25078 -2.59566
H12 6.60645 -2.40248 -1.52462
H13 8.12587 -1.48610 -1.47949
H14 7.11789 -1.63153 -0.02359
H15 7.26688 1.41615 -1.97016
N1 -1.66298 -0.49160 -0.03576
C7 -2.53809 -1.26087 0.68010
C8 -3.58782 -1.57873 -0.14329
C9 -3.33256 -0.97561 -1.40563
C10 -2.13737 -0.31194 -1.30578
H16 -0.77890 -0.15029 0.31564
H17 -2.32775 -1.51747 1.70538
H18 -4.43958 -2.18463 0.11935
H19 -3.95300 -1.03156 -2.28449
H20 -1.58370 0.26398 -2.02624
N2 -1.52556 -3.90494 -1.48226
C11 -1.90945 -3.99524 -2.78873
C12 -1.90154 -5.32128 -3.13915
C13 -1.49284 -6.05718 -1.99284
C14 -1.26691 -5.15092 -0.98831
H21 -1.45340 -3.04635 -0.96270
H22 -2.15257 -3.11292 -3.35504
H23 -2.15125 -5.71812 -4.10925
H24 -1.36733 -7.12469 -1.91790
H25 -0.93799 -5.28866 0.02766
N3 -1.91360 2.54759 1.73656
C15 -0.99678 3.56012 1.78848
C16 -1.55065 4.58508 2.50895
C17 -2.85123 4.17265 2.90959
C18 -3.04383 2.90858 2.41756
H26 -1.77986 1.67170 1.26487
H27 -0.03316 3.46307 1.31780
H28 -1.07810 5.52612 2.73440
H29 -3.55429 4.74268 3.49467
H30 -3.87936 2.23485 2.50362
N4 -1.70601 8.10155 4.23200
C19 -2.48690 8.09436 3.10944
C20 -3.79581 8.12896 3.50906
C21 -3.80335 8.15841 4.93134
C22 -2.49852 8.13793 5.34636
H31 -0.70354 8.06909 4.23771
H32 -2.05018 8.05273 2.12650
H33 -4.65213 8.12292 2.85568
H34 -4.66734 8.18334 5.57433
H35 -2.07110 8.14145 6.33424
N5 10.02237 2.53410 -1.78979
C23 10.65408 2.29217 -2.97514
C24 11.83696 2.98536 -2.97477
C25 11.92091 3.67330 -1.73394
C26 10.78572 3.37210 -1.02566
H36 9.13210 2.14547 -1.52317
H37 10.21448 1.64666 -3.71629
H38 12.56164 2.99481 -3.77178
H39 12.72176 4.31053 -1.39707
H40 10.46960 3.67003 -0.03981
N6 -4.99250 -1.60820 3.58778
C27 -5.63509 -1.53709 4.79597
C28 -6.26004 -0.32136 4.86390
C29 -5.98030 0.36937 3.65146
C30 -5.20099 -0.45181 2.88270
H41 -4.42605 -2.37765 3.28136
H42 -5.58334 -2.34654 5.50382
H43 -6.84448 0.03876 5.69408
H44 -6.31532 1.35617 3.37778
H45 -4.76566 -0.31625 1.90762
N7 -6.75946 -3.69821 0.84949
C31 -6.65672 -4.08129 -0.45833
C32 -7.92376 -4.10054 -0.98305
C33 -8.82073 -3.71345 0.05228
C34 -8.06801 -3.46596 1.16886
H46 -5.98956 -3.59521 1.48423
H47 -5.70046 -4.30137 -0.90523
H48 -8.17881 -4.34603 -2.00197
H49 -9.89170 -3.62367 -0.01829
H50 -8.34886 -3.14264 2.15661
N8 8.81338 6.04766 -0.26046
C35 9.60191 7.16228 -0.21344
C36 8.98473 8.07879 0.59731
C37 7.77419 7.48899 1.05564
C38 7.69859 6.23543 0.50715
H51 9.03030 5.21851 -0.78513
H52 10.53027 7.20609 -0.75697
H53 9.35851 9.06070 0.83604
H54 7.04486 7.93219 1.71303
H55 6.95126 5.46609 0.60193
N9 -7.59505 -7.29700 -2.04757
C39 -8.74974 -7.80609 -2.57048
C40 -8.44143 -8.97540 -3.21598
C41 -7.04070 -9.17659 -3.07512
C42 -6.54966 -8.12255 -2.34929
H56 -7.52965 -6.43950 -1.52397
H57 -9.69022 -7.29853 -2.43857
H58 -9.13980 -9.61376 -3.73141
H59 -6.46088 -9.99717 -3.46375
H60 -5.54753 -7.89153 -2.02941

- Total energy: -7101.4597 a.u.
- Charge: -1



Molecular formula: C5H11NO
Method: DFT, ωB97M-V with the def2-TZVPD basis set

Geometry (Å):
C1 1.10676 2.10974 1.65642
N1 0.45736 2.15017 0.56671
C2 -0.42260 1.12381 0.15035
C3 -0.29888 -0.15362 0.47735
C4 -1.08663 -1.30007 -0.13310
C5 -0.71199 -2.61443 0.49488
H1 1.74984 2.95227 1.81795
H2 1.07264 1.27019 2.35162
H3 -1.13927 1.55800 -0.53047
H4 0.57831 -0.36911 1.08024
H5 -2.18306 -1.22097 0.03459
H6 -0.98172 -1.30415 -1.21795
H7 0.26779 -3.01028 0.19789
H8 -1.39285 -3.36833 0.08219
H9 -0.93003 -2.64802 1.55268
O1 1.71476 1.63879 -3.00929
H10 0.98006 1.01174 -3.18583
H11 1.21949 2.17426 -2.38623

- SMILES string: C=N/C=C/CC.O
- Relative energy (zero: lowest compared OMol25 entry of this formula, charge and spin): 58.0 kcal/mol